Formula: C7H8ClNO2P
Source: OMol25
Level of theory: the ωB97M-V functional and the def2-TZVPD basis

Each line ends with the Mulliken charge.
CARTESIAN COORDINATES (ANGSTROEM)
C: 1.075 1.768 -0.693  -0.908
N: 0.319 0.505 -0.644  -0.446
C: 0.316 -0.146 0.629  0.206
C: 0.229 -1.634 0.614  -0.531
C: -0.740 -2.333 -0.023  -0.633
C: -1.977 -1.576 -0.296  -0.153
C: -2.044 -0.282 0.000  -0.215
P: -3.728 0.384 0.395  0.992
O: -4.367 -0.640 1.263  -0.703
O: -3.667 1.815 0.685  -0.704
Cl: -4.740 0.192 -1.462  -0.404
C: -0.866 0.604 0.115  0.022
H: 0.926 2.413 0.166  0.323
H: 2.096 1.429 -0.876  0.347
H: 0.751 2.373 -1.514  0.318
H: 0.848 0.250 1.483  0.430
H: 0.973 -2.179 1.218  0.311
H: -0.994 -3.448 0.023  0.253
H: -2.911 -2.228 -0.648  0.199
H: -1.258 1.369 0.830  0.296

Cartesian forces, eV/Å:
C 0.1 -1.1 -0.3
N 0.1 1.6 -0.8
C 0.9 -2.6 0.8
C 1.0 -1.0 0.2
C -1.6 0.1 0.6
C -0.8 -2.4 -1.4
C -1.4 1.0 -1.7
P 0.2 -1.8 0.1
O -0.1 0.3 0.0
O 0.3 1.3 0.3
Cl 0.0 0.0 -0.3
C -3.7 -0.8 2.9
H 0.3 -0.1 0.7
H 0.2 0.6 0.3
H -0.3 0.1 -0.8
H 0.3 0.4 -0.2
H -0.2 0.3 -0.4
H 1.4 1.5 0.0
H 1.9 1.7 1.3
H 1.4 0.8 -1.3

Output
HOMO-LUMO gap   8.344 eV
Electronic energy   -34786.726 eV
M   204.6 u
SMILES string   CN1[C@@H]2C=CC=C([P@@](=O)([O-])Cl)[C@@H]21
Net charge   -1

***

Formula: C7H8ClNO3P
Source: OMol25
Level of theory: the ωB97M-V functional and the def2-TZVPD basis

Each line ends with the Mulliken charge.
CARTESIAN COORDINATES (ANGSTROEM)
C: -1.711 1.092 -1.293  -0.488
C: -0.987 1.440 -2.413  -0.538
C: -1.189 0.368 -0.246  -0.351
C: 0.414 1.076 -2.512  -0.281
C: 0.184 0.032 -0.391  -0.171
C: 0.931 0.386 -1.470  0.515
C: 0.927 -1.351 1.165  -0.301
N: 0.205 -2.462 1.206  -0.399
O: 1.310 -0.512 3.774  -0.601
O: -1.032 -0.376 2.629  -0.768
O: 0.740 1.442 2.127  -0.689
P: 0.360 0.045 2.376  0.889
Cl: 2.527 -0.291 -1.529  -0.295
H: -2.753 1.440 -1.281  0.278
H: -1.416 1.981 -3.179  0.457
H: -1.911 0.071 0.505  0.359
H: 1.002 1.280 -3.516  0.206
H: 1.907 -1.502 0.642  0.446
H: 1.480 0.362 4.159  0.269
H: -0.655 -2.478 1.631  0.234
H: 0.307 -3.161 0.430  0.231

Cartesian forces, eV/Å:
C -1.2 0.8 -0.6
C 3.4 -1.2 1.0
C 1.4 -0.1 -1.6
C -1.6 1.5 -3.2
C -1.5 -2.1 3.4
C -0.1 -0.7 0.7
C 0.5 3.9 -1.9
N 1.5 -2.9 -2.3
O -1.0 1.3 -1.7
O -0.9 -0.2 0.0
O 0.6 0.4 -0.3
P 1.7 -2.9 1.6
Cl 1.1 0.0 -0.5
H 0.2 -0.3 0.1
H -0.9 1.1 -1.6
H 0.8 -0.2 0.6
H -1.2 -0.3 2.3
H -0.9 0.6 1.0
H 0.3 -0.3 0.2
H -2.3 0.4 1.3
H -0.1 1.2 1.2

Output
HOMO-LUMO gap   7.565 eV
Electronic energy   -36834.268 eV
M   220.6 u
Net charge   -1

***

Formula: C7H8CrNO6
Source: OMol25
Level of theory: the ωB97M-V functional and the def2-TZVPD basis

Each line ends with the Mulliken charge.
CARTESIAN COORDINATES (ANGSTROEM)
Cr: 0.880 -0.131 0.040  0.636
O: -2.440 -1.376 0.732  -0.417
C: -1.345 -1.852 0.014  0.124
O: -0.187 -1.852 0.556  -0.536
C: -1.440 -1.607 -1.471  -0.293
O: -0.849 -0.331 -1.782  -0.385
C: -1.700 0.786 -1.572  -0.469
C: -1.718 1.332 -0.101  0.742
O: -2.636 2.077 0.209  -0.749
O: -0.751 0.971 0.618  -0.492
H: -2.112 -0.920 1.521  0.291
H: -2.477 -1.647 -1.823  0.403
H: -0.812 -2.330 -2.000  0.298
H: -2.723 0.560 -1.897  0.299
H: -1.291 1.596 -2.187  0.294
C: 2.862 1.173 2.341  -1.256
C: 2.132 0.923 1.041  0.660
O: 2.167 1.746 0.123  -0.569
H: 3.644 1.925 2.229  0.322
H: 3.285 0.250 2.724  0.273
H: 2.126 1.543 3.055  0.264
N: 3.078 -1.697 -1.513  -0.691
C: 2.307 -1.137 -0.858  0.250

Cartesian forces, eV/Å:
Cr -2.7 -0.1 -0.2
O 0.2 -0.4 -0.4
C 0.1 0.8 0.4
O 0.0 0.3 -0.2
C 0.1 -0.5 0.3
O 0.3 0.1 0.1
C -0.1 0.5 0.4
C -1.0 0.0 -1.3
O 0.0 0.0 0.0
O 1.3 -0.4 0.8
H 0.2 -0.1 -0.1
H 0.2 0.1 0.0
H -0.2 0.1 0.1
H 0.1 0.1 0.1
H -0.1 -0.1 0.0
C 0.0 0.0 -0.4
C 0.8 1.1 0.7
O -0.1 -0.5 0.3
H 0.0 0.0 -0.1
H 0.0 -0.1 0.1
H -0.1 -0.1 0.1
N 0.2 -0.2 -0.1
C 0.9 -0.6 -0.6

Output
HOMO-LUMO gap (alpha / beta)   5.904 / 8.874 eV
Electronic energy   -49586.133 eV
M   254.1 u
Multiplicity   5
Net charge   -1
⟨S²⟩   6.08

***

Formula: C7H8F3N3O2
Source: OMol25
Level of theory: the ωB97M-V functional and the def2-TZVPD basis

Each line ends with the Mulliken charge.
CARTESIAN COORDINATES (ANGSTROEM)
H: 2.893 -1.724 -2.030  0.250
N: 2.333 -2.111 -1.308  -0.480
C: 2.520 -1.675 -0.174  -0.317
C: 3.303 -0.464 0.274  0.915
F: 4.464 -0.927 0.824  -0.274
F: 3.564 0.469 -0.625  -0.244
F: 2.725 0.094 1.356  -0.267
H: 1.881 -2.004 0.634  0.418
C: -1.023 1.702 0.910  -0.830
N: -0.906 0.904 -0.298  0.204
C: -0.641 1.379 -1.510  -0.145
C: -0.523 0.289 -2.358  -0.607
N: -0.728 -0.812 -1.685  -0.595
C: -0.875 -0.509 -0.402  0.702
C: -1.017 -1.557 0.607  0.218
O: -1.269 -1.262 1.748  -0.605
O: -0.885 -2.740 0.067  -0.532
H: -1.351 0.998 1.843  0.250
H: -0.002 2.030 1.190  0.319
H: -1.665 2.541 0.821  0.343
H: -0.792 2.456 -1.781  0.376
H: -0.339 0.350 -3.407  0.439
H: -0.551 -2.651 -0.842  0.463

Cartesian forces, eV/Å:
H 0.7 0.8 -0.8
N -0.5 -1.7 -0.9
C -1.2 1.6 1.2
C 1.3 -0.7 1.9
F 0.5 0.1 -0.9
F 0.0 -0.1 -0.2
F -0.9 0.5 -0.6
H 0.1 -0.5 0.4
C 1.1 -2.5 3.2
N -0.1 -2.2 1.5
C -0.6 1.5 -1.7
C -0.2 2.2 -0.4
N 0.7 -2.2 1.2
C -0.3 2.5 -1.8
C -0.4 2.1 -0.1
O 0.1 -1.1 0.5
O 0.2 -1.5 0.9
H 0.5 1.7 -2.6
H -0.6 0.1 -0.2
H -0.7 0.6 -0.4
H 0.6 -1.2 0.5
H 0.0 -0.2 -0.5
H -0.2 0.2 -0.2

Output
HOMO-LUMO gap   9.585 eV
Electronic energy   -24105.856 eV
M   223.2 u
SMILES string   [H]/N=C\C(F)(F)F.Cn1ccnc1C(=O)O

***

Formula: C7H8FIP2
Source: OMol25
Level of theory: the ωB97M-V functional and the def2-TZVPD basis

Each line ends with the Mulliken charge.
CARTESIAN COORDINATES (ANGSTROEM)
C: 0.924 2.367 0.440  -0.392
C: 0.685 2.540 -0.929  -0.521
C: 0.285 1.342 1.125  -0.417
C: -0.199 1.656 -1.511  -0.261
C: -0.656 0.500 0.556  -0.311
C: -0.896 0.604 -0.812  1.006
C: -1.709 -0.197 -1.579  -1.229
F: -0.872 -4.408 0.229  -0.264
P: 0.577 -3.698 0.386  0.182
P: 0.605 -2.806 2.337  -0.062
I: 2.679 -1.713 2.121  0.049
H: 1.621 2.984 1.083  0.289
H: 1.132 3.381 -1.471  0.371
H: 0.294 1.341 2.230  0.382
H: -0.488 1.809 -2.638  0.094
H: -1.456 0.055 1.224  0.310
H: -1.922 0.224 -2.500  0.319
H: -1.990 -1.134 -1.182  0.365
H: 1.385 -4.845 0.890  0.092

Cartesian forces, eV/Å:
C 1.3 0.2 1.1
C -0.1 0.0 0.4
C -1.1 0.1 1.4
C -0.8 0.6 -2.4
C -1.0 0.3 1.4
C 1.3 1.3 -0.9
C 0.4 0.0 1.4
F 0.3 0.1 0.6
P 1.1 -0.9 -0.8
P -1.2 0.0 1.0
I 0.6 0.1 -0.3
H -0.9 -0.4 -1.3
H -0.2 -0.5 0.1
H 0.5 0.0 -0.6
H 0.7 -0.4 2.2
H 1.4 -0.1 -0.9
H -0.7 -0.2 -1.9
H -0.8 -0.8 -0.1
H -0.8 0.7 -0.5

Output
HOMO-LUMO gap (alpha / beta)   7.626 / 5.760 eV
Electronic energy   -36782.095 eV
M   300.0 u

***

Formula: C7H8FN
Source: OMol25
Level of theory: the ωB97M-V functional and the def2-TZVPD basis

Each line ends with the Mulliken charge.
CARTESIAN COORDINATES (ANGSTROEM)
C: 0.182 -1.324 -0.284  -0.742
C: -0.060 -0.953 0.968  0.437
C: 0.217 -0.136 -1.159  0.798
C: -0.044 0.939 -0.190  -0.426
C: 0.388 -0.010 -2.518  -0.813
C: -0.586 2.929 -1.146  -0.223
C: -0.165 -1.743 2.128  -1.235
N: -0.136 0.451 0.996  0.091
F: -0.815 3.669 -0.073  -0.174
H: 0.237 -2.289 -0.739  0.399
H: 0.056 0.885 -2.905  0.412
H: 0.945 -0.858 -3.021  0.232
H: 0.534 3.095 -1.442  0.109
H: 0.237 -1.207 3.112  0.299
H: 0.359 -2.649 1.954  0.313
H: -1.140 -1.827 2.504  0.316
H: -0.209 1.029 1.814  0.207

Cartesian forces, eV/Å:
C 0.7 -0.2 -1.7
C 0.6 0.4 -1.4
C -0.5 -0.5 0.2
C -0.2 4.4 -3.2
C 1.2 -2.9 3.4
C 1.5 -2.1 -0.5
C 1.3 1.0 4.2
N -0.2 -0.3 0.0
F 0.0 0.7 0.7
H 0.1 -0.7 0.5
H -0.1 1.8 -1.4
H -1.3 1.2 0.1
H -1.2 0.0 0.7
H 0.1 -0.9 -2.2
H 0.1 -1.1 0.4
H -1.8 -0.9 0.0
H -0.1 0.0 0.2

Output
HOMO-LUMO gap (alpha / beta)   6.615 / 6.614 eV
Electronic energy   -11589.422 eV
M   125.1 u